73
Properties=species:S:1:pos:R:3:lowdin_charge:R:1 method="wB97M-V/def2-TZVPD" relative_energy_kcal_mol=66.6 total_energy_ev=-71041.890 charge=+2 s_squared=12.7495 max_force_ev_per_a=4.13 multiplicity=7 e_lumo_ev="-5.4 / -7.0" homo_lumo_gap_ha="0.315 / 0.188"
Tb 0.016 0.209 0.396 1.1596
P -1.972 0.493 -1.586 0.9587
P 2.779 -0.102 0.146 0.9493
N 0.397 -1.314 -1.368 -0.2686
C -2.055 -1.248 -2.207 -0.2797
H -2.928 -1.716 -1.708 0.0964
H -2.266 -1.282 -3.299 0.0962
C -0.808 -2.079 -1.845 -0.2378
H -1.054 -2.742 -1.004 0.1122
H -0.507 -2.725 -2.686 0.1295
C 1.608 -2.185 -1.441 -0.2389
H 2.072 -2.144 -2.456 0.1439
H 1.245 -3.215 -1.321 0.1225
C 2.535 -1.906 -0.259 -0.3075
H 3.501 -2.396 -0.416 0.0974
H 2.094 -2.335 0.660 0.0866
C 3.585 -0.213 1.804 -0.5469
C 2.526 -0.194 2.915 -0.1263
H 1.862 -1.066 2.893 0.0607
H 1.903 0.715 2.880 0.0733
H 3.042 -0.203 3.886 0.0973
C 4.046 0.342 -1.098 -0.5339
C 4.216 1.866 -1.169 -0.1028
H 4.609 2.134 -2.158 0.0968
H 4.912 2.240 -0.406 0.0808
H 3.267 2.403 -1.053 0.0378
C -2.340 1.497 -3.086 -0.5403
C -2.568 2.972 -2.743 -0.1010
H -2.545 3.536 -3.684 0.0948
H -1.783 3.395 -2.101 0.0722
H -3.545 3.161 -2.277 0.0765
C -3.447 0.684 -0.442 -0.5461
C -3.369 2.004 0.358 -0.1154
H -3.782 1.825 1.364 0.0868
H -3.978 2.789 -0.116 0.0857
H -2.347 2.404 0.495 0.0556
C 0.827 2.147 -0.995 -0.3028
C 5.350 -0.438 -0.897 -0.0981
H 5.337 -1.163 -0.071 0.0675
H 5.561 -1.020 -1.803 0.0903
H 6.203 0.237 -0.748 0.0912
C -3.394 0.919 -4.049 -0.0977
H -3.873 1.733 -4.614 0.0952
H -2.924 0.269 -4.801 0.0828
H -4.197 0.349 -3.558 0.0616
C -4.816 0.493 -1.098 -0.1017
H -5.587 0.522 -0.314 0.0970
H -5.056 1.285 -1.819 0.0809
H -4.902 -0.483 -1.588 0.0761
C 4.603 0.893 2.048 -0.0943
H 4.192 1.887 1.845 0.0893
H 4.903 0.861 3.100 0.0933
H 5.521 0.779 1.470 0.0735
H 4.095 -1.190 1.827 0.1174
H -3.306 -0.155 0.267 0.0920
H 3.596 0.014 -2.051 0.1075
H -1.366 1.431 -3.596 0.1008
O 0.697 3.083 -0.191 -0.0574
H 0.580 -0.446 -1.956 0.0970
H 1.109 2.251 -2.123 0.1121
N -2.453 -2.059 5.648 0.1658
C -1.955 -1.706 4.445 -0.2790
C -1.518 -2.717 3.546 0.0224
C -1.007 -2.321 2.335 -0.1065
N -0.962 -1.000 1.986 -0.2099
C -1.337 -0.009 2.868 -0.1546
C -1.866 -0.343 4.107 0.0208
H -2.557 -3.033 5.902 0.1280
H -2.806 -1.363 6.293 0.1298
H -1.593 -3.765 3.828 0.1304
H -0.610 -3.004 1.569 0.1223
H -1.192 1.030 2.525 0.0996
H -2.220 0.428 4.793 0.1322